[1]
# C30H70F5N2O17PS

A cluster of 13 separate species, C30H70F5N2O17PS in total in a non-equilibrium geometry (the ωB97M-V functional and the def2-TZVPD basis, the Open Molecules 2025 dataset).

Each atom is followed by the atoms it is bonded to, with distances in Å.
Atoms and positions in Å:
1 C 0.41 4.34 0.35  O2 1.430, H33 1.092, H34 1.082, H35 1.087
2 O -0.68 3.86 1.15  C1 1.430, C3 1.416
3 C -0.66 2.45 1.28  O2 1.416, C4 1.521, H36 1.091, H37 1.094
4 C -1.98 1.84 0.84  C3 1.521, C5 1.533, H38 1.086, H39 1.091
5 C -2.05 1.58 -0.67  C4 1.533, C6 1.546, H40 1.087, H41 1.088
6 C -2.82 0.31 -1.09  C5 1.546, C7 1.505, H42 1.084, H43 1.085
7 C -2.06 -0.90 -0.59  C6 1.505, C8 1.422, C30 1.367
8 C -0.86 -1.24 -1.26  C7 1.422, F9 1.335, C10 1.364
9 F -0.55 -0.48 -2.31  C8 1.335
10 C -0.05 -2.26 -0.86  C8 1.364, C11 1.511, C17 1.417
11 C 1.24 -2.63 -1.57  C10 1.511, F12 1.362, F13 1.348, C14 1.558
12 F 1.20 -3.94 -1.93  C11 1.362
13 F 1.41 -1.94 -2.71  C11 1.348
14 C 2.50 -2.46 -0.68  C11 1.558, F15 1.339, F16 1.360, H44 1.085
15 F 3.54 -2.02 -1.41  C14 1.339
16 F 2.25 -1.56 0.31  C14 1.360
17 C -0.42 -3.01 0.28  C10 1.417, N18 1.363, C29 1.396
18 N 0.42 -3.99 0.72  C17 1.363, C19 1.304
19 C 0.04 -4.64 1.79  N18 1.304, C20 1.500, C27 1.414
20 C 0.94 -5.71 2.34  C19 1.500, C21 1.530, H45 1.087, H46 1.091
21 C 1.55 -5.34 3.70  C20 1.530, C22 1.538, H47 1.088, H48 1.084
22 C 2.10 -3.91 3.78  C21 1.538, S23 1.779, H49 1.084, H50 1.086
23 S 3.86 -3.74 3.56  C22 1.779, O24 1.438, O25 1.436, O26 1.573
24 O 4.27 -2.74 4.52  S23 1.438
25 O 4.14 -3.40 2.20  S23 1.436
26 O 4.53 -5.11 3.95  S23 1.573, H51 0.977
27 C -1.18 -4.35 2.43  C19 1.414, N28 1.299, H52 1.084
28 N -2.01 -3.43 2.05  C27 1.299, C29 1.360
29 C -1.61 -2.73 0.95  C17 1.396, N28 1.360, C30 1.421
30 C -2.44 -1.67 0.48  C7 1.367, C29 1.421, P31 1.817
31 P -4.04 -1.39 1.28  C30 1.817, O32 1.491, H53 1.397, H54 1.404
32 O -5.16 -1.84 0.41  P31 1.491
33 H 0.43 3.79 -0.59  C1 1.092
34 H 1.36 4.25 0.87  C1 1.082
35 H 0.20 5.38 0.12  C1 1.087
36 H 0.18 2.00 0.75  C3 1.091
37 H -0.52 2.21 2.34  C3 1.094
38 H -2.12 0.94 1.43  C4 1.086
39 H -2.76 2.55 1.13  C4 1.091
40 H -2.45 2.45 -1.20  C5 1.087
41 H -1.03 1.45 -1.01  C5 1.088
42 H -3.84 0.29 -0.73  C6 1.084
43 H -2.79 0.26 -2.18  C6 1.085
44 H 2.73 -3.41 -0.21  C14 1.085
45 H 1.69 -5.95 1.59  C20 1.087
46 H 0.33 -6.60 2.47  C20 1.091
47 H 2.38 -6.02 3.87  C21 1.088
48 H 0.86 -5.53 4.52  C21 1.084
49 H 1.91 -3.51 4.77  C22 1.084
50 H 1.67 -3.22 3.06  C22 1.086
51 H 5.43 -5.06 3.58  O26 0.977
52 H -1.45 -4.93 3.31  C27 1.084
53 H -4.06 -2.03 2.52  P31 1.397
54 H -4.18 -0.01 1.56  P31 1.404
55 C -3.23 -0.45 5.19  O56 1.426, H57 1.087, H58 1.093, H59 1.092
56 O -2.23 -0.59 4.19  C55 1.426, H60 0.960
57 H -4.16 -0.20 4.69  C55 1.087
58 H -3.36 -1.38 5.75  C55 1.093
59 H -2.97 0.35 5.89  C55 1.092
60 H -1.40 -0.81 4.62  O56 0.960
61 C 4.94 -5.78 -0.67  O62 1.426, H63 1.085, H64 1.095, H65 1.093
62 O 4.04 -5.74 0.43  C61 1.426, H66 0.964
63 H 4.98 -6.80 -1.03  C61 1.085
64 H 4.59 -5.12 -1.48  C61 1.095
65 H 5.94 -5.46 -0.36  C61 1.093
66 H 4.00 -4.83 0.76  O62 0.964
67 C 7.79 -2.74 1.24  O68 1.422, H69 1.087, H70 1.093, H71 1.093
68 O 7.01 -3.16 2.34  C67 1.422, H72 0.962
69 H 8.24 -3.62 0.79  C67 1.087
70 H 7.17 -2.24 0.49  C67 1.093
71 H 8.59 -2.06 1.56  C67 1.093
72 H 6.61 -2.39 2.74  O68 0.962
73 C -3.86 4.99 -1.05  O74 1.434, H75 1.085, H76 1.093, H77 1.091
74 O -2.46 5.05 -1.37  C73 1.434, H78 0.966
75 H -4.43 5.04 -1.96  C73 1.085
76 H -4.07 4.05 -0.53  C73 1.093
77 H -4.13 5.83 -0.40  C73 1.091
78 H -1.97 5.01 -0.55  O74 0.966
79 C -3.49 -5.63 -1.11  O80 1.422, H81 1.088, H82 1.093, H83 1.093
80 O -3.71 -4.72 -0.05  C79 1.422, H84 0.964
81 H -2.47 -6.01 -1.02  C79 1.088
82 H -4.18 -6.47 -1.07  C79 1.093
83 H -3.59 -5.13 -2.08  C79 1.093
84 H -4.60 -4.36 -0.13  O80 0.964
85 C 0.45 5.73 -2.89  O86 1.425, H87 1.089, H88 1.093, H89 1.094
86 O 0.20 6.80 -1.98  C85 1.425, H90 0.962
87 H 1.51 5.48 -2.85  C85 1.089
88 H -0.14 4.86 -2.60  C85 1.093
89 H 0.20 6.04 -3.91  C85 1.094
90 H -0.74 7.00 -2.03  O86 0.962
91 C 5.62 -8.88 -4.01  O92 1.424, H93 1.087, H94 1.093, H95 1.093
92 O 5.50 -7.68 -3.25  C91 1.424, H96 0.961
93 H 6.61 -9.30 -3.81  C91 1.087
94 H 4.87 -9.61 -3.72  C91 1.093
95 H 5.54 -8.69 -5.08  C91 1.093
96 H 4.63 -7.32 -3.43  O92 0.961
97 C -7.22 3.42 -0.72  O98 1.429, H99 1.086, H100 1.092, H101 1.092
98 O -7.15 4.71 -1.32  C97 1.429, H102 0.960
99 H -6.26 3.22 -0.26  C97 1.086
100 H -8.00 3.40 0.05  C97 1.092
101 H -7.43 2.66 -1.47  C97 1.092
102 H -8.01 4.88 -1.73  O98 0.960
103 C -5.93 8.93 -0.15  O104 1.422, H105 1.087, H106 1.094, H107 1.093
104 O -5.76 7.62 0.39  C103 1.422, H108 0.964
105 H -5.66 9.64 0.63  C103 1.087
106 H -5.27 9.09 -1.01  C103 1.094
107 H -6.96 9.11 -0.44  C103 1.093
108 H -6.01 6.99 -0.30  O104 0.964
109 C 3.81 2.04 0.51  O110 1.428, H111 1.087, H112 1.093, H113 1.092
110 O 3.04 2.97 1.26  C109 1.428, H114 0.961
111 H 3.14 1.57 -0.21  C109 1.087
112 H 4.61 2.54 -0.03  C109 1.093
113 H 4.23 1.26 1.15  C109 1.092
114 H 3.63 3.39 1.90  O110 0.961
115 C 4.44 6.52 -2.07  O116 1.420, H117 1.087, H118 1.095, H119 1.094
116 O 3.59 7.58 -1.66  C115 1.420, H120 0.963
117 H 5.40 6.67 -1.60  C115 1.087
118 H 4.04 5.55 -1.77  C115 1.095
119 H 4.58 6.52 -3.16  C115 1.094
120 H 2.73 7.45 -2.08  O116 0.963
121 C -2.49 4.09 -4.83  O122 1.419, H123 1.087, H124 1.094, H125 1.095
122 O -3.25 5.00 -4.06  C121 1.419, H126 0.964
123 H -3.16 3.60 -5.54  C121 1.087
124 H -1.70 4.60 -5.39  C121 1.094
125 H -2.03 3.32 -4.20  C121 1.095
126 H -2.65 5.41 -3.43  O122 0.964

Output
Lowest unoccupied orbital energy ... -0.69 eV
Total charge ... 0
HOMO-LUMO gap ... 0.321 Ha
M ... 888.9 g mol⁻¹


[2]
# C30H70N10O10

A cluster of 10 separate species, C30H70N10O10 in total in a non-equilibrium geometry (the ωB97M-V functional and the def2-TZVPD basis, the Open Molecules 2025 dataset).

Each atom is followed by the atoms it is bonded to, with distances in Å.
Atoms and positions in Å:
1 C -20.42 8.41 4.84  C2 1.532, H6 1.090, H7 1.090, H8 1.090
2 C -20.46 9.18 3.51  C1 1.532, O3 1.231, N4 1.331
3 O -19.58 10.02 3.33  C2 1.231
4 N -21.34 8.80 2.59  C2 1.331, C5 1.463, H9 1.010
5 C -21.41 9.36 1.24  N4 1.463, H10 1.090, H11 1.090, H12 1.090
6 H -21.32 7.80 4.90  C1 1.090
7 H -20.35 9.08 5.69  C1 1.090
8 H -19.56 7.76 4.98  C1 1.090
9 H -22.20 8.40 2.93  N4 1.010
10 H -22.44 9.66 1.06  C5 1.090
11 H -21.21 8.55 0.53  C5 1.090
12 H -20.87 10.30 1.19  C5 1.090
13 C -19.47 16.60 4.62  C14 1.543, H18 1.090, H19 1.090, H20 1.090
14 C -19.61 15.67 3.40  C13 1.543, O15 1.264, N16 1.315
15 O -19.22 16.01 2.25  C14 1.264
16 N -20.24 14.53 3.60  C14 1.315, C17 1.436, H21 1.010
17 C -20.39 13.54 2.57  N16 1.436, H22 1.090, H23 1.090, H24 1.090
18 H -18.42 16.83 4.79  C13 1.090
19 H -19.98 16.32 5.55  C13 1.090
20 H -19.94 17.53 4.30  C13 1.090
21 H -20.91 14.51 4.36  N16 1.010
22 H -21.31 13.66 2.00  C17 1.090
23 H -20.41 12.53 2.99  C17 1.090
24 H -19.53 13.44 1.91  C17 1.090
25 C -25.99 8.08 3.10  C26 1.551, H30 1.090, H31 1.090, H32 1.090
26 C -24.87 7.63 4.07  C25 1.551, O27 1.209, N28 1.301
27 O -23.74 7.48 3.66  C26 1.209
28 N -25.22 7.58 5.32  C26 1.301, C29 1.441, H33 1.010
29 C -24.32 7.14 6.35  N28 1.441, H34 1.090, H35 1.090, H36 1.090
30 H -26.19 7.20 2.49  C25 1.090
31 H -25.61 8.92 2.51  C25 1.090
32 H -26.89 8.34 3.65  C25 1.090
33 H -26.20 7.80 5.46  N28 1.010
34 H -24.82 7.26 7.30  C29 1.090
35 H -23.44 7.79 6.38  C29 1.090
36 H -23.99 6.10 6.24  C29 1.090
37 C -18.77 7.05 -0.24  C38 1.523, H42 1.090, H43 1.090, H44 1.090
38 C -19.13 7.51 -1.65  C37 1.523, O39 1.247, N40 1.329
39 O -20.01 8.37 -1.81  C38 1.247
40 N -18.51 6.90 -2.66  C38 1.329, C41 1.463, H45 1.010
41 C -18.80 7.28 -4.05  N40 1.463, H46 1.090, H47 1.090, H48 1.090
42 H -18.84 7.90 0.43  C37 1.090
43 H -17.83 6.51 -0.13  C37 1.090
44 H -19.59 6.44 0.12  C37 1.090
45 H -18.01 6.03 -2.58  N40 1.010
46 H -18.26 8.20 -4.26  C41 1.090
47 H -19.86 7.46 -4.21  C41 1.090
48 H -18.45 6.60 -4.82  C41 1.090
49 C -18.93 12.80 6.73  C50 1.551, H54 1.090, H55 1.090, H56 1.090
50 C -17.74 13.64 6.22  C49 1.551, O51 1.222, N52 1.328
51 O -17.55 14.71 6.78  C50 1.222
52 N -17.00 13.33 5.16  C50 1.328, C53 1.438, H57 1.010
53 C -17.18 12.17 4.32  N52 1.438, H58 1.090, H59 1.090, H60 1.090
54 H -18.80 11.74 6.94  C49 1.090
55 H -19.75 12.92 6.01  C49 1.090
56 H -19.25 13.11 7.72  C49 1.090
57 H -16.32 14.03 4.88  N52 1.010
58 H -17.65 11.36 4.88  C53 1.090
59 H -16.19 11.84 4.01  C53 1.090
60 H -17.69 12.42 3.39  C53 1.090
61 C -18.05 5.29 5.33  C62 1.555, H66 1.090, H67 1.090, H68 1.090
62 C -19.24 5.48 6.32  C61 1.555, O63 1.186, N64 1.340
63 O -19.30 6.45 7.00  C62 1.186
64 N -20.11 4.46 6.31  C62 1.340, C65 1.442, H69 1.010
65 C -21.34 4.40 7.06  N64 1.442, H70 1.090, H71 1.090, H72 1.090
66 H -18.11 4.36 4.77  C61 1.090
67 H -17.08 5.52 5.76  C61 1.090
68 H -18.07 5.97 4.48  C61 1.090
69 H -20.08 3.65 5.71  N64 1.010
70 H -22.24 4.51 6.46  C65 1.090
71 H -21.37 5.24 7.75  C65 1.090
72 H -21.44 3.47 7.62  C65 1.090
73 C -22.71 6.04 -0.17  C74 1.538, H78 1.090, H79 1.090, H80 1.090
74 C -21.89 5.20 0.83  C73 1.538, O75 1.236, N76 1.337
75 O -21.30 4.20 0.42  C74 1.236
76 N -21.96 5.62 2.10  C74 1.337, C77 1.428, H81 1.010
77 C -21.21 5.05 3.17  N76 1.428, H82 1.090, H83 1.090, H84 1.090
78 H -22.02 6.37 -0.94  C73 1.090
79 H -23.21 6.88 0.33  C73 1.090
80 H -23.46 5.36 -0.57  C73 1.090
81 H -22.55 6.43 2.27  N76 1.010
82 H -21.76 5.23 4.10  C77 1.090
83 H -20.30 5.63 3.34  C77 1.090
84 H -20.93 4.01 3.00  C77 1.090
85 C -16.62 8.53 2.43  C86 1.520, H90 1.090, H91 1.090, H92 1.090
86 C -16.79 9.42 1.20  C85 1.520, O87 1.248, N88 1.367
87 O -16.05 9.30 0.21  C86 1.248
88 N -17.91 10.20 1.17  C86 1.367, C89 1.496, H93 1.010
89 C -18.20 11.22 0.11  N88 1.496, H94 1.090, H95 1.090, H96 1.090
90 H -15.99 7.66 2.23  C85 1.090
91 H -17.61 8.22 2.77  C85 1.090
92 H -16.10 9.07 3.22  C85 1.090
93 H -18.52 10.17 1.98  N88 1.010
94 H -19.00 10.90 -0.56  C89 1.090
95 H -17.37 11.45 -0.55  C89 1.090
96 H -18.65 12.10 0.57  C89 1.090
97 C -23.03 10.71 -1.63  C98 1.565, H102 1.090, H103 1.090, H104 1.090
98 C -22.19 11.25 -2.84  C97 1.565, O99 1.226, N100 1.322
99 O -22.41 12.38 -3.25  C98 1.226
100 N -21.34 10.38 -3.37  C98 1.322, C101 1.445, H105 1.010
101 C -20.59 10.54 -4.59  N100 1.445, H106 1.090, H107 1.090, H108 1.090
102 H -24.08 10.82 -1.91  C97 1.090
103 H -22.79 11.36 -0.79  C97 1.090
104 H -22.85 9.66 -1.41  C97 1.090
105 H -20.97 9.71 -2.71  N100 1.010
106 H -19.84 11.33 -4.61  C101 1.090
107 H -21.17 10.59 -5.51  C101 1.090
108 H -19.94 9.70 -4.83  C101 1.090
109 C -24.30 10.52 10.90  C110 1.523, H114 1.090, H115 1.090, H116 1.090
110 C -23.64 10.51 9.53  C109 1.523, O111 1.268, N112 1.327
111 O -24.20 11.04 8.52  C110 1.268
112 N -22.41 10.02 9.46  C110 1.327, C113 1.466, H117 1.010
113 C -21.58 10.05 8.25  N112 1.466, H118 1.090, H119 1.090, H120 1.090
114 H -25.02 9.71 11.00  C109 1.090
115 H -24.85 11.45 11.03  C109 1.090
116 H -23.64 10.60 11.77  C109 1.090
117 H -22.05 9.43 10.20  N112 1.010
118 H -21.39 11.10 8.02  C113 1.090
119 H -22.15 9.64 7.42  C113 1.090
120 H -20.61 9.55 8.23  C113 1.090

Output
SMILES ... CNC(C)=O.CNC(C)=O.CNC(C)=O.CNC(C)=O.CNC(C)=O.CNC(C)=O.CNC(C)=O.CNC(C)=O.CNC(C)=O.CNC(C)=O
Lowest unoccupied orbital energy ... -0.05 eV
Total charge ... 0
HOMO-LUMO gap ... 0.329 Ha
M ... 730.9 g mol⁻¹
Energy relative to the best compared isomer or geometry (same formula, charge and spin) ... 68.72 kcal per mole


> Which formula does entry 1 have?

C30H70F5N2O17PS


> What is the formula in the first record?

C30H70F5N2O17PS


> Look up the total charge of the second one.

0